The following is a quantum chemistry calculation of a gas-phase ion, C5H15N2 (charge +1) at a distorted geometry, from the OMol25 dataset.

Energy relative to the best compared isomer or geometry (same formula, charge and spin) = 36.92 kcal per mole
SMILES = CCCNCC[NH3+]
E_HOMO = -13.16 eV
M = 103.2 g/mol

Geometry as ORCA input:
```
! RIJCOSX wB97M-V def2-TZVPD def2/J DEFGRID3
* xyz 1 1
C 2.13 0.99 0.40
C 2.28 1.54 -1.01
H -2.17 -0.43 1.60
H -0.52 -0.63 -1.58
C -2.04 -1.34 -0.32
H 0.99 -0.47 1.50
C 0.97 -0.06 0.48
C -1.12 -0.14 -0.80
N -0.41 0.45 0.28
H -1.66 -2.32 -0.62
H 1.34 1.81 -1.49
H 2.90 0.22 0.59
H 2.98 0.98 -1.61
H 2.82 2.49 -0.92
H -0.48 1.46 0.21
H -1.77 0.57 -1.31
H 2.20 1.68 1.24
N -2.21 -1.36 1.19
H 1.22 -0.76 -0.32
H -3.04 -1.88 1.49
H -3.02 -0.95 -0.59
H -1.41 -1.84 1.60
*
```

Mulliken population analysis, charges in e, atoms 1 to 8: number 1, C, carries -0.6195; number 2, C, carries -1.0469; number 3, H, carries 0.3312; number 4, H, carries 0.2740; number 5, C, carries -0.6135; number 6, H, carries 0.3017; number 7, C, carries -0.6876; number 8, C, carries -0.5031

The following is a quantum chemistry calculation of a molecular structure, C5H15N2 at a distorted geometry, from the OMol25 dataset.

Energy relative to the best compared isomer or geometry (same formula, charge and spin) = 85.61 kcal per mole
E_HOMO = -14.96 eV
M = 103.2 g/mol

Geometry as ORCA input:
```
! RIJCOSX wB97M-V def2-TZVPD def2/J DEFGRID3
* xyz 1 1
H -1.56 1.54 0.30
C -1.65 1.14 1.27
H -1.43 -0.39 -0.41
H 1.22 -0.41 1.39
C 0.75 1.17 -1.07
N 0.53 -0.24 -0.61
H 1.66 -2.08 -0.54
H 2.79 -0.63 -0.36
H 0.35 1.56 1.61
H 0.87 1.16 -2.13
H -0.60 -1.94 -0.77
C 1.82 -1.04 -0.89
H -0.75 -0.69 -2.14
H -0.46 0.56 2.87
H 1.65 1.53 -0.52
N 0.25 -0.41 1.18
C -0.32 0.76 1.75
H -0.16 1.83 -0.74
H 1.99 -1.06 -2.00
C -0.69 -0.93 -1.09
H -2.36 0.26 1.14
H -2.00 1.88 1.92
*
```

Mulliken population analysis, charges in e, atoms 1 to 8: number 1, H, carries 0.3807; number 2, C, carries -1.4658; number 3, H, carries 0.1851; number 4, H, carries 0.2832; number 5, C, carries -0.8283; number 6, N, carries -0.0018; number 7, H, carries 0.3687; number 8, H, carries 0.3707